Entry 1:
Entry from the Open Molecules 2025 dataset: a molecular structure, C34H36INO10P in a non-equilibrium geometry (wB97M-V/def2-TZVPD).

Geometry as XYZ:
```
83
Properties=species:S:1:pos:R:3:mulliken_charge:R:1
C -0.445 -1.326 4.280 -0.570
P 1.370 -1.376 4.988 0.246
O 1.452 -0.037 6.102 -0.495
C 1.559 -3.059 5.878 0.160
I 1.103 -4.602 4.331 0.060
C 0.432 -3.286 7.050 -1.045
C 1.116 -3.560 8.516 0.884
C 1.388 -5.188 8.742 -1.185
C -0.061 -3.176 9.642 -1.169
N 2.303 -2.690 8.847 0.571
O 1.973 -1.407 9.074 -0.532
C 3.454 -2.844 7.887 0.995
C 4.544 -3.902 8.565 -1.251
C 4.320 -1.432 7.653 -1.189
C 3.073 -3.403 6.398 -1.496
H -1.149 -2.067 4.862 0.290
H -0.488 -1.622 3.138 -0.051
H -0.885 -0.220 4.370 0.341
H 0.546 0.269 6.401 0.306
H -0.324 -2.391 7.081 0.300
H -0.208 -4.250 6.799 0.273
H 2.258 -5.535 8.039 0.238
H 0.392 -5.781 8.460 0.353
H 1.700 -5.330 9.861 0.317
H 0.293 -3.403 10.744 0.343
H -0.957 -3.932 9.416 0.285
H -0.505 -2.104 9.493 0.299
H 4.818 -4.788 7.849 0.234
H 5.515 -3.282 8.877 0.412
H 4.052 -4.288 9.581 0.253
H 4.512 -0.844 8.647 0.318
H 5.388 -1.796 7.264 0.402
H 3.869 -0.786 6.783 0.195
H 3.240 -4.568 6.288 0.547
H 3.826 -2.885 5.638 0.328
C -0.776 0.373 -0.595 -0.451
C -0.459 -0.081 -1.811 -0.354
C -0.511 -1.522 -2.129 0.206
O -0.219 -1.938 -3.241 -0.568
C -0.929 -2.441 -1.051 -0.428
C -1.246 -1.987 0.165 -0.216
C -1.194 -0.546 0.483 0.433
O -1.486 -0.129 1.595 -0.566
H -0.742 1.426 -0.345 0.448
H -0.151 0.580 -2.612 0.626
H -0.963 -3.494 -1.301 0.414
H -1.554 -2.648 0.966 0.482
C -1.758 4.745 -3.896 -0.419
C -1.951 5.105 -5.169 -0.466
C -2.486 4.153 -6.162 0.538
O -2.661 4.481 -7.327 -0.592
C -2.801 2.788 -5.694 -0.161
C -2.608 2.428 -4.421 -0.402
C -2.073 3.381 -3.428 0.278
O -1.898 3.052 -2.263 -0.556
H -1.366 5.431 -3.156 0.462
H -1.726 6.102 -5.528 0.453
H -3.193 2.102 -6.435 0.370
H -2.833 1.431 -4.063 0.496
C -4.425 2.148 -9.441 -0.152
C -4.617 2.508 -10.714 -0.437
C -5.152 1.556 -11.707 0.310
O -5.327 1.884 -12.872 -0.550
C -5.467 0.191 -11.239 -0.417
C -5.274 -0.169 -9.966 -0.400
C -4.739 0.784 -8.973 0.544
O -4.564 0.455 -7.808 -0.537
H -4.033 2.834 -8.700 0.383
H -4.392 3.505 -11.072 0.439
H -5.859 -0.495 -11.980 0.402
H -5.499 -1.166 -9.608 0.410
C 1.721 4.292 -6.428 -0.285
C 2.601 5.261 -6.701 -0.427
C 3.732 5.546 -5.796 0.346
O 4.537 6.433 -6.045 -0.555
C 3.855 4.718 -4.580 -0.342
C 2.975 3.750 -4.307 -0.389
C 1.844 3.465 -5.211 0.401
O 1.039 2.577 -4.963 -0.498
H 0.886 4.071 -7.080 0.507
H 2.525 5.876 -7.590 0.412
H 4.690 4.940 -3.927 0.406
H 3.051 3.135 -3.418 0.435
```

Properties
E_tot, hartree: -2763.019052
2S+1: 2
Molecular weight, g mol⁻¹: 776.54
Total charge: 0
LUMO (alpha / beta), eV: -1.89 / -1.89
Energy relative to the best compared isomer or geometry (same formula, charge and spin), kcal per mole: 114.6
HOMO (alpha / beta), Eh: -0.3071 / -0.3075

***

Entry 2:
Entry from the Open Molecules 2025 dataset: a molecular structure, C34H36IrN6O2S2 in a non-equilibrium geometry (wB97M-V/def2-TZVPD).

Geometry as XYZ:
```
81
Properties=species:S:1:pos:R:3:mulliken_charge:R:1
Ir 1.871 -1.568 1.522 1.655
O -0.702 1.115 3.116 -0.807
C 0.316 0.506 2.772 -0.477
N 0.451 -0.850 2.709 0.303
C -0.494 -1.689 3.249 0.328
O -1.458 -1.334 3.901 -0.552
C -0.192 -3.091 2.884 0.298
C -1.059 -4.125 3.250 -0.704
C -0.778 -5.406 2.826 -0.363
C 0.360 -5.627 2.048 -0.931
C 1.186 -4.564 1.744 0.217
N 0.927 -3.322 2.158 0.028
C 1.512 1.178 2.262 1.088
C 1.742 2.533 2.532 -0.836
C 2.836 3.144 1.969 -0.498
C 3.673 2.394 1.131 -0.883
C 3.404 1.058 0.929 0.040
N 2.358 0.442 1.488 -0.046
H -1.923 -3.898 3.851 0.533
H -1.423 -6.227 3.098 0.498
H 0.608 -6.618 1.707 0.472
H 2.090 -4.706 1.168 0.433
H 1.067 3.059 3.191 0.591
H 3.047 4.185 2.160 0.510
H 4.524 2.848 0.651 0.471
H 4.040 0.456 0.296 0.505
S 2.104 -3.379 -2.813 -0.324
C 0.394 -3.116 -2.641 0.684
C -0.607 -3.342 -3.571 -0.704
C -1.914 -3.069 -3.201 -0.654
C -2.216 -2.612 -1.919 -0.874
C -1.225 -2.400 -0.980 -0.122
C 0.107 -2.618 -1.348 -0.653
N 1.214 -2.428 -0.581 0.459
C 2.325 -2.799 -1.190 0.764
C 3.598 -2.765 -0.526 1.176
C 4.761 -3.160 -1.198 -0.989
C 5.983 -3.126 -0.563 -0.850
C 6.062 -2.727 0.765 -0.693
C 4.907 -2.365 1.457 -0.560
C 3.674 -2.329 0.826 -0.682
H -0.369 -3.719 -4.553 0.467
H -2.707 -3.225 -3.914 0.456
H -3.245 -2.427 -1.650 0.485
H -1.461 -2.092 0.027 0.478
H 4.677 -3.496 -2.222 0.486
H 6.872 -3.427 -1.094 0.455
H 7.015 -2.707 1.269 0.464
H 5.007 -2.098 2.502 0.490
C -5.303 3.118 0.103 -1.097
C -4.623 2.475 1.301 -0.164
C -3.688 3.409 2.064 -0.728
C -2.442 3.817 1.266 -0.877
N -1.614 2.656 1.016 0.258
C -1.427 2.023 -0.128 -0.380
S -0.597 0.509 -0.119 0.135
N -1.811 2.487 -1.304 0.244
C -1.539 1.824 -2.564 -0.701
C -1.752 2.780 -3.730 -1.033
C -0.842 4.009 -3.696 -0.254
C 0.636 3.648 -3.785 -1.123
H -6.106 2.482 -0.256 0.391
H -4.617 3.272 -0.727 0.172
H -5.734 4.076 0.377 0.324
H -4.084 1.576 0.993 0.092
H -5.395 2.155 2.003 0.402
H -3.351 2.914 2.976 0.381
H -4.222 4.315 2.351 0.455
H -1.854 4.515 1.870 0.314
H -2.711 4.322 0.338 0.442
H -1.344 2.157 1.883 -0.070
H -2.372 3.328 -1.356 0.240
H -2.192 0.951 -2.671 0.240
H -0.505 1.464 -2.552 0.426
H -2.796 3.098 -3.742 0.365
H -1.568 2.228 -4.651 0.419
H -1.018 4.595 -2.791 0.226
H -1.100 4.645 -4.542 0.390
H 0.962 3.110 -2.896 0.194
H 1.241 4.546 -3.868 0.391
H 0.825 3.027 -4.657 0.292
```

Properties
E_tot, hartree: -2696.426068
2S+1: 2
Molecular weight, g mol⁻¹: 817.05
Total charge: +2
LUMO (alpha / beta), eV: -9.00 / -9.08
Energy relative to the best compared isomer or geometry (same formula, charge and spin), kcal per mole: 94.6
HOMO (alpha / beta), Eh: -0.4742 / -0.4824

***

Entry 3:
Entry from the Open Molecules 2025 dataset: a molecular structure, C34H36LuN2O4S2Si in a non-equilibrium geometry (wB97M-V/def2-TZVPD).

Geometry as XYZ:
```
80
Properties=species:S:1:pos:R:3:mulliken_charge:R:1
Lu -0.377 1.269 -0.329 0.861
O -0.939 1.285 -2.266 -0.685
C -2.045 1.117 -2.888 0.357
C -2.074 1.326 -4.297 -0.566
C -3.165 1.017 -5.061 -0.382
C -4.312 0.480 -4.467 -0.751
C -4.358 0.352 -3.101 -0.831
C -3.276 0.694 -2.269 0.790
C -3.467 0.615 -0.848 -0.195
N -2.636 1.036 0.034 0.217
C -2.927 0.899 1.448 -0.521
C -2.111 1.921 2.259 -1.120
N -0.704 1.805 1.915 0.336
C 0.169 2.364 2.673 -0.547
C 1.587 2.321 2.465 1.134
C 2.409 2.759 3.518 -0.791
C 3.777 2.687 3.462 -0.689
C 4.384 2.131 2.332 -0.511
C 3.627 1.706 1.276 -0.668
C 2.209 1.829 1.262 0.182
O 1.571 1.537 0.188 -0.711
H -1.174 1.737 -4.735 0.442
H -3.140 1.179 -6.131 0.381
H -5.157 0.188 -5.076 0.375
H -5.266 -0.017 -2.641 0.331
H -4.438 0.194 -0.534 0.173
H -2.604 -0.102 1.764 -0.251
H -4.000 1.016 1.665 0.648
H -2.277 1.745 3.334 0.572
H -2.441 2.936 2.005 0.318
H -0.166 2.884 3.584 0.230
H 1.936 3.146 4.412 0.342
H 4.383 3.043 4.284 0.383
H 5.462 2.045 2.292 0.412
H 4.081 1.266 0.398 0.452
C -0.745 7.296 1.200 -0.719
O -0.889 5.903 1.008 -0.215
C -0.525 5.363 -0.177 0.390
S 0.383 6.173 -1.288 -0.455
S -1.232 3.835 -0.421 -0.488
H -0.327 7.467 2.192 0.201
H -1.733 7.763 1.130 0.229
H -0.089 7.712 0.430 0.335
C -0.037 -4.986 0.138 -1.885
C -0.794 -3.674 0.326 2.298
C -2.024 -3.687 -0.578 -1.642
C -1.271 -3.579 1.775 -1.681
Si 0.308 -2.128 -0.089 -2.134
O -0.537 -0.810 0.048 1.622
C 0.987 -2.265 -1.869 0.822
C 0.102 -2.024 -2.916 0.135
C 0.505 -2.093 -4.237 -0.819
C 1.819 -2.399 -4.547 -0.581
C 2.723 -2.609 -3.521 -0.649
C 2.308 -2.536 -2.204 -0.445
C 1.714 -2.095 1.195 0.841
C 2.797 -2.964 1.221 -0.446
C 3.779 -2.862 2.190 -0.855
C 3.676 -1.897 3.178 -0.685
C 2.599 -1.026 3.178 -0.566
C 1.638 -1.127 2.190 -0.203
H -0.683 -5.843 0.341 0.488
H 0.815 -5.039 0.812 0.332
H 0.325 -5.072 -0.885 0.330
H -2.721 -4.473 -0.277 0.513
H -1.739 -3.867 -1.612 0.341
H -2.541 -2.732 -0.525 0.120
H -1.924 -4.418 2.029 0.547
H -1.829 -2.657 1.921 0.141
H -0.429 -3.576 2.465 0.314
H -0.925 -1.777 -2.689 0.496
H -0.206 -1.915 -5.033 0.423
H 2.143 -2.454 -5.577 0.368
H 3.756 -2.836 -3.749 0.404
H 3.031 -2.683 -1.417 0.268
H 2.876 -3.736 0.469 0.346
H 4.624 -3.541 2.179 0.399
H 4.439 -1.821 3.940 0.384
H 2.512 -0.274 3.951 0.413
H 0.791 -0.452 2.176 0.256
```

Properties
E_tot, hartree: -4049.427594
2S+1: 1
Molecular weight, g mol⁻¹: 803.86
Total charge: -1
LUMO, eV: 2.54
Energy relative to the best compared isomer or geometry (same formula, charge and spin), kcal per mole: 25.2
HOMO, Eh: -0.1670

***

Number 2 is which compound? C34H36IrN6O2S2